24
Properties=species:S:1:pos:R:3:forces:R:3:mulliken_charge:R:1 method="wB97M-V/def2-TZVPD" energy_ev=-13081.5970 e_lumo_ev=0.76 smiles="Cc1ccccc1.CC(N)=O" charge=0 e_homo_ev=-9.181 orbital_gap_ha=0.3653
C 0.6923 2.2415 -2.5805 -0.4802 0.3964 -1.6595 -1.48
C 0.9382 1.5740 -1.2730 0.3097 -0.8465 -0.4676 0.50
C 1.5995 2.2122 -0.2417 -0.5200 0.4298 0.5193 -0.33
C 1.8129 1.5714 0.9780 -0.7795 0.1443 -0.4622 -0.58
C 1.4314 0.2499 1.1092 1.3960 -0.8466 0.3237 -0.39
C 1.0198 -0.4860 0.0046 -0.4835 0.6076 -0.2362 -0.49
C 0.6619 0.2025 -1.1443 1.1820 -0.0196 -0.0004 -0.22
H 1.4728 2.1856 -3.3500 0.7192 0.0182 0.7203 0.31
H 0.4212 3.2976 -2.5329 0.0527 -0.0366 0.3440 0.37
H -0.0804 1.7685 -3.1915 -0.5319 -0.1518 0.6107 0.36
H 1.8616 3.2540 -0.3635 0.1272 0.0798 0.0175 0.36
H 2.2056 2.1093 1.8255 0.2042 0.0475 0.0340 0.39
H 1.7441 -0.2747 2.0059 -0.3569 0.0075 0.1197 0.35
H 0.9998 -1.5694 -0.0192 -0.2038 0.0649 0.3689 0.46
H 0.4536 -0.3893 -2.0212 -0.5580 0.1125 -0.2543 0.38
C -2.4440 -1.3846 0.4815 -0.6488 0.1002 -0.6492 -0.77
C -2.0571 -1.9398 1.8252 0.7877 0.7879 0.2271 0.72
N -1.1907 -3.0021 1.7948 -0.1575 -0.0824 -0.2615 -0.43
O -2.3840 -1.4123 2.8685 -0.0594 -0.1873 -0.0709 -0.61
H -2.9119 -2.1494 -0.1396 -0.1037 -0.0713 -0.0108 0.35
H -1.6191 -0.9803 -0.1061 0.3503 -0.2681 0.3543 0.03
H -3.1311 -0.5473 0.5846 -0.1725 -0.2136 0.2822 0.28
H -0.5718 -3.1354 2.5752 -0.2057 -0.1374 0.1450 0.23
H -0.9247 -3.3959 0.9106 0.1325 0.0645 0.0061 0.21